ORCA calculation (wB97M-V/def2-TZVPD) on a 2-piece molecular cluster, CH2IN overall at a distorted geometry.

Output
Orbital gap (spin up / spin down) in eV: 6.0 / 5.2
E_LUMO (spin up / spin down) in eV: 0.177 / -4.336
Relative energy (zero: lowest compared OMol25 entry of this formula, charge and spin) in eV: 4.438
Spin multiplicity: 3
Strongest force on any atom in hartree/bohr: 0.1473

Structure (XYZ):
```
5
CH2IN, DFT wB97M-V/def2-TZVPD
C -1.2167 -0.0948 0.0523
N -0.5366 -1.1587 -0.0431
I -3.3396 -0.0670 -0.0038
H -0.8271 0.9680 0.1888
H 0.9456 -0.5375 0.0070
```

The natural (NBO) scheme yields these atomic charges, measured in e: -0.256, -0.468, 0.488, 0.201, 0.035